Entry 1:
18
Properties=species:S:1:pos:R:3:forces:R:3:nbo_charge:R:1 method="wB97M-V/def2-TZVPD" total_energy_ha=-326.983968 orbital_gap_ev=8.915 total_charge=0
C -0.350304 -3.068015 -0.075034 0.38 -0.14 -0.36 -0.540
N -1.046557 -1.056270 -0.286114 0.42 -0.58 0.01 -0.461
H -1.130288 -2.119761 0.252582 -0.09 0.18 0.30 0.297
H 0.847156 2.679184 -1.259791 0.04 0.00 -0.07 0.208
C 0.956706 1.615196 -1.044463 0.04 0.11 -0.08 -0.601
C -0.242551 1.141500 -0.218702 0.05 -0.11 0.02 -0.275
H -1.180716 1.264169 -0.781790 0.30 -0.09 0.18 0.223
H -0.496718 2.940878 0.948584 -0.02 -0.06 0.05 0.210
H -0.654984 -3.456401 -1.040953 -0.10 0.28 0.04 0.227
C 0.030911 -0.342978 0.099666 0.05 -0.40 0.04 0.597
H 1.885058 1.461210 -0.484229 -0.23 0.04 -0.03 0.228
H 0.614770 1.764543 1.677129 -0.13 -0.01 -0.16 0.222
H 1.056432 1.070186 -1.990304 -0.15 0.11 0.14 0.213
H -1.130897 1.489003 1.757043 0.08 0.08 -0.18 0.214
H -0.640950 -3.750501 0.733239 -0.23 0.50 0.03 0.234
O 1.100758 -0.666286 0.596409 -0.28 -0.25 0.04 -0.655
C -0.324219 1.875949 1.123669 -0.01 0.05 0.05 -0.602
H 0.706393 -2.841606 -0.006941 -0.11 0.28 -0.03 0.262



Entry 2:
18
Properties=species:S:1:pos:R:3:forces:R:3:nbo_charge:R:1 method="wB97M-V/def2-TZVPD" total_energy_ha=-326.948315 orbital_gap_ev=8.200 total_charge=0
H -1.988435 -1.539515 -0.642948 0.14 0.19 0.11 0.241
O 0.628241 2.389241 -1.173211 0.48 -0.48 -0.16 -0.639
C -1.146510 1.348002 0.482964 0.08 0.29 -0.02 -0.818
C -0.215768 -0.328698 -0.846576 0.64 -0.86 -0.63 0.277
H -0.602029 0.129861 -1.756920 -0.17 0.40 0.43 0.212
H -1.204755 2.398234 0.803849 0.28 -0.17 -0.33 0.224
C 0.641021 1.567044 -0.286350 -1.26 0.19 0.36 0.455
H -1.170860 0.778173 1.423517 -0.26 -0.27 -0.40 0.188
H 0.918480 1.702233 0.755436 0.82 -0.37 0.05 0.166
H 1.883646 -1.838972 0.246545 -0.26 0.53 -0.38 0.212
C -0.915767 -1.612681 -0.446265 -0.02 0.11 0.14 -0.707
C 1.717312 -0.770044 0.472799 0.06 0.06 0.27 -0.445
N 1.060256 -0.013637 -0.603948 -0.67 -0.33 0.43 -0.459
H -0.576648 -2.478924 -1.041065 0.21 0.51 -0.02 0.253
H -1.997834 1.210903 -0.188716 -0.05 -0.30 0.27 0.200
H -0.768834 -1.897070 0.598123 0.04 0.22 -0.06 0.233
H 1.128015 -0.756318 1.398337 0.08 0.14 0.02 0.186
H 2.702374 -0.347969 0.677340 -0.15 0.14 -0.07 0.221



Entry 3:
18
Properties=species:S:1:pos:R:3:forces:R:3:nbo_charge:R:1 method="wB97M-V/def2-TZVPD" total_energy_ha=-326.984184 orbital_gap_ev=9.596 total_charge=0
O -2.580009 -0.895256 4.208519 0.53 1.44 -0.51 -0.939
H 1.024171 2.632960 1.104294 -1.49 -1.28 -0.25 0.214
H -0.851462 -0.623118 -2.251678 1.89 1.08 -0.39 0.176
C 0.634703 1.580975 0.859379 1.06 1.10 1.42 -0.206
H -2.624691 0.096794 4.092027 0.13 -1.73 0.15 0.471
C 0.459563 1.235263 -0.540359 0.22 -3.07 -1.49 -0.254
C 0.270876 -0.355144 -2.500878 -1.90 -1.32 0.54 -0.260
N 0.849028 -1.622787 -3.107853 1.83 3.45 1.33 -0.825
H 0.317316 0.538925 -3.127071 -0.18 -0.60 -0.64 0.210
C 0.932455 0.136743 -1.193421 1.44 0.67 0.44 -0.169
H 0.316951 -0.381537 1.908706 -0.40 1.20 -1.17 0.195
H 1.953917 -0.255533 -0.859847 -1.71 -0.02 -0.41 0.211
H -1.758212 -1.164222 3.750781 -0.67 0.29 0.35 0.469
H 0.313233 -2.169121 -3.694939 -2.00 -0.28 -2.01 0.358
H -0.436539 1.625636 -1.003533 -0.23 0.61 0.10 0.202
C 0.346261 0.743714 1.875996 -0.56 -0.68 0.52 -0.386
H -0.071326 1.096687 2.826759 1.28 0.49 0.05 0.192
H 0.903771 -2.220976 -2.346888 0.75 -1.36 1.98 0.340